[1]
23
Properties=species:S:1:pos:R:3 method="wB97M-V/def2-TZVPD" smiles=Cc1ccccc1.CC energy_ev=-9558.057 relative_energy_kcal_mol=49.0
C 0.646 2.717 -2.278
C -1.344 0.814 0.263
C -0.265 0.664 1.161
C -1.110 1.595 -0.856
C 0.220 2.115 -0.997
C 0.967 1.317 1.078
C 1.188 2.171 0.042
H -2.198 0.116 0.354
H -0.513 0.167 2.164
H -1.963 1.869 -1.506
H 1.653 1.230 1.969
H -0.023 3.601 -2.641
H 0.868 2.168 -3.137
H 2.156 2.692 -0.166
H 1.648 3.358 -2.303
C -0.350 -2.734 0.474
C -0.045 -3.968 1.297
H -1.388 -2.268 0.892
H 0.406 -2.017 0.433
H -0.597 -2.984 -0.636
H 0.340 -4.717 0.597
H -1.033 -4.149 1.788
H 0.737 -3.757 2.008


[2]
51
Properties=species:S:1:pos:R:3 method="wB97M-V/def2-TZVPD" charge=-1 energy_ev=-69215.004 relative_energy_kcal_mol=5.1
Zr -0.148 -0.002 0.336
O 0.143 -2.034 -0.196
N 1.097 -2.922 -0.413
C 0.729 -4.217 -0.307
C 1.613 -5.229 -0.533
C 2.930 -4.886 -0.884
C 3.285 -3.572 -0.980
C 2.366 -2.516 -0.734
S 2.738 -0.884 -0.803
H -0.308 -4.340 -0.034
H 1.287 -6.254 -0.441
H 3.662 -5.659 -1.077
H 4.290 -3.278 -1.244
C -2.216 3.580 1.514
C -1.912 3.249 0.097
N -1.282 2.187 -0.362
C -1.210 2.336 -1.721
C -1.809 3.504 -2.098
N -2.246 4.067 -0.928
C -2.058 4.187 -3.385
O -1.643 3.571 -4.463
O -2.647 5.250 -3.397
C -0.539 1.280 -2.525
O -0.496 1.395 -3.762
O -0.062 0.331 -1.843
H -2.225 2.667 2.102
H -3.177 4.089 1.591
H -1.446 4.237 1.925
H -2.742 4.943 -0.889
H -1.192 2.677 -4.226
C 2.313 2.746 0.901
C 1.422 1.546 0.824
O 1.573 0.632 1.652
H 3.338 2.416 0.710
H 2.287 3.167 1.909
H 2.034 3.503 0.171
Cl -2.132 -0.434 8.813
C -1.768 -0.358 7.107
C -0.858 -1.252 6.570
C -0.579 -1.191 5.214
C -1.190 -0.236 4.414
C -2.095 0.656 4.973
C -2.398 0.596 6.324
C -0.868 -0.172 2.954
O -1.066 0.904 2.322
O -0.393 -1.175 2.377
H -0.380 -1.984 7.207
H 0.115 -1.886 4.758
H -2.561 1.398 4.338
H -3.109 1.277 6.771
F -2.064 -0.445 0.101